[1]
Entry from the OMol25 dataset: C2H2Cl2O2 in the gas phase in a non-equilibrium geometry (ωB97M-V/def2-TZVPD).

Atoms and positions in Å:
C 0.50 0.21 -0.27
C -0.16 -0.74 0.73
O -0.27 1.44 -0.49
O -0.87 1.45 -1.66
Cl -1.36 -1.77 0.08
Cl -0.08 -0.70 2.38
H 1.42 0.50 0.40
H 0.82 -0.39 -1.16

Computed properties:
net charge	0
2S+1	3
DFT total energy	-31240.265	eV
LUMO level (alpha / beta)	0.68 / -1.10	eV
orbital gap (alpha / beta)	9.181 / 9.493	eV
molar mass	128.9	g/mol
⟨S²⟩	2.01

Atom-resolved charges from Löwdin, all expressed in e:
1. C -0.248
2. C -1.200
3. O -0.146
4. O -0.008
5. Cl 0.638
6. Cl 0.690
7. H 0.142
8. H 0.132

=====

[2]
Entry from the OMol25 dataset: 13 unconnected molecules or ions with the total composition C26H39N13 in a non-equilibrium geometry (ωB97M-V/def2-TZVPD).

Atoms and positions in Å:
C -1.81 5.48 -1.81
C -1.86 4.07 -1.49
N -1.91 2.93 -1.24
H -2.81 5.91 -1.76
H -1.43 5.58 -2.83
H -1.18 6.02 -1.11
C 0.34 -0.17 0.01
C -0.84 -0.77 0.61
N -1.75 -1.20 1.11
H 0.91 -0.90 -0.56
H 0.98 0.21 0.80
H 0.02 0.65 -0.63
C 0.54 4.05 0.89
C 1.66 4.96 1.11
N 2.47 5.68 1.28
H 0.61 3.25 1.63
H 0.58 3.60 -0.09
H -0.40 4.56 1.06
C 2.37 0.60 3.93
C 1.52 -0.05 4.93
N 0.78 -0.52 5.68
H 2.26 0.13 2.96
H 3.42 0.59 4.20
H 2.04 1.64 3.82
C 1.15 -4.04 -2.30
C 2.38 -3.36 -2.68
N 3.35 -2.85 -3.01
H 0.67 -4.45 -3.19
H 0.46 -3.41 -1.76
H 1.39 -4.87 -1.65
C 5.67 1.99 1.27
C 4.46 1.25 1.04
N 3.48 0.67 0.77
H 5.81 2.16 2.33
H 5.57 2.95 0.76
H 6.50 1.46 0.83
C -1.97 1.15 4.98
C -1.23 1.44 3.77
N -0.58 1.55 2.84
H -2.22 0.09 5.01
H -2.89 1.72 5.06
H -1.34 1.40 5.84
C -2.62 0.85 -3.51
C -4.00 0.95 -3.11
N -5.09 1.01 -2.82
H -2.35 1.77 -4.02
H -2.50 0.00 -4.19
H -1.92 0.75 -2.69
C -1.86 -4.51 0.25
C -0.45 -4.31 0.65
N 0.64 -4.18 0.93
H -2.44 -4.87 1.09
H -1.91 -5.24 -0.54
H -2.21 -3.53 -0.09
C -0.22 -2.69 3.86
C -1.58 -2.35 4.23
N -2.64 -2.06 4.56
H 0.39 -2.69 4.76
H 0.16 -2.01 3.11
H -0.19 -3.69 3.44
C 1.09 -1.79 -5.49
C 0.42 -1.50 -4.22
N -0.06 -1.27 -3.21
H 1.98 -1.17 -5.56
H 0.38 -1.68 -6.30
H 1.38 -2.84 -5.48
C 2.99 0.33 -2.42
C 3.75 1.58 -2.53
N 4.36 2.58 -2.61
H 3.38 -0.25 -1.60
H 3.06 -0.23 -3.34
H 1.95 0.60 -2.26
C -4.82 -1.33 -0.26
C -5.96 -1.63 -1.11
N -6.82 -1.89 -1.78
H -4.60 -0.27 -0.25
H -3.96 -1.88 -0.66
H -4.95 -1.73 0.75

Computed properties:
net charge	0
2S+1	1
DFT total energy	-46962.208	eV
LUMO level	0.12	eV
orbital gap	11.282	eV
molar mass	533.7	g/mol

Atom charges from the Löwdin analysis, given in e for atoms 1 to 8:
1. C -0.053
2. C -0.259
3. N 0.168
4. H 0.090
5. H 0.089
6. H 0.080
7. C -0.085
8. C -0.285

=====

[3]
Entry from the OMol25 dataset: 2 unconnected molecules or ions with the total composition C3H8NO4 in a non-equilibrium geometry (ωB97M-V/def2-TZVPD).

Atoms and positions in Å:
C -0.40 0.19 1.06
C -1.23 0.58 -0.21
O -0.37 1.24 -1.13
N 0.74 1.00 1.30
C 1.97 0.63 0.62
O 3.02 1.09 1.10
O 1.83 -0.16 -0.35
H -0.06 -0.81 0.86
H -1.04 -0.02 1.92
H -1.61 -0.34 -0.67
H -2.09 1.23 -0.01
H 0.34 0.58 -1.25
H 0.72 1.81 1.88
H -0.43 -1.60 -1.97
H -0.41 -3.08 -1.44
O -0.97 -2.35 -1.72

Computed properties:
net charge	-1
2S+1	1
DFT total energy	-12922.455	eV
LUMO level	3.65	eV
orbital gap	7.757	eV
molar mass	122.1	g/mol

Atom charges from the Löwdin analysis, given in e for atoms 1 to 8:
1. C -0.231
2. C -0.250
3. O -0.111
4. N 0.023
5. C -0.763
6. O -0.069
7. O -0.098
8. H 0.090